{"formula": "C2H2N2O", "method": "wB97M-V/def2-TZVPD", "energy_ha": -261.9953, "homo_energy_ha": -0.391, "lumo_energy_ev": -0.476, "max_force_ev_per_a": 10.0, "homo_lumo_gap_ev": 10.167, "species": ["C", "C", "H", "H", "N", "N", "O"], "positions_angstrom": [[-0.31072, -0.38818, 0.32764], [-1.05816, -0.34620, -0.97087], [1.66935, 1.08793, 1.70883], [-0.14631, -1.59126, 0.89209], [0.59331, 0.51298, 0.56307], [-1.37049, 0.11523, -2.10851], [1.51631, 0.06402, 1.50957]], "forces_ev_per_angstrom": [[1.67, -3.84, -0.04], [-1.24, 4.92, -7.03], [0.96, -3.39, 0.56], [-0.80, 3.97, -1.66], [-2.16, -2.29, -1.02], [2.09, -4.11, 8.90], [-0.53, 4.73, 0.28]], "lowdin_charge": [-0.19, -0.15, 0.16, 0.20, -0.06, 0.12, -0.09]}